Entry 1:
Density functional theory data (wB97M-V/def2-TZVPD) for a structure of composition C6H15N.

E_HOMO   -7.0 eV
Relative energy (zero: lowest compared OMol25 entry of this formula, charge and spin)   6.1623 eV
Electronic energy   -7949.60420 eV

```
! RIJCOSX wB97M-V def2-TZVPD def2/J DEFGRID3
* xyz 0 1
C 1.400 -1.845 1.246
C 2.298 -1.337 0.171
C 0.688 -1.009 2.082
N -0.566 -0.912 -0.335
C -1.152 -0.065 0.350
C -1.749 1.211 -0.259
C -0.722 2.292 -0.621
H 0.162 -1.531 0.881
H 1.386 -2.907 1.426
H 1.873 -0.419 -0.225
H 3.301 -1.228 0.594
H 2.389 -2.060 -0.640
H 1.007 0.009 1.989
H 0.003 -1.371 2.826
H -1.569 0.140 -4.169
H -1.357 -0.045 1.461
H -1.297 0.829 -4.105
H -2.381 1.018 -1.128
H -2.388 1.627 0.532
H -1.126 3.303 -0.550
H -0.328 2.010 -1.595
H 0.128 2.289 0.070
*
```

Entry 2:
Density functional theory data (wB97M-V/def2-TZVPD) for the molecule C6H15N.

SMILES   CCCCN(C)C
E_HOMO   -8.4 eV
Relative energy (zero: lowest compared OMol25 entry of this formula, charge and spin)   0.7276 eV
Electronic energy   -7955.03895 eV

```
! RIJCOSX wB97M-V def2-TZVPD def2/J DEFGRID3
* xyz 0 1
C 1.357 0.132 0.703
C 1.246 -1.373 0.468
C 1.469 -1.799 -0.973
C 0.382 0.939 -0.140
N -1.003 0.457 -0.010
C -1.829 0.946 -1.082
C -1.572 0.750 1.285
H 1.095 0.296 1.754
H 2.373 0.477 0.521
H 0.293 -1.785 0.794
H 2.035 -1.828 1.062
H 1.426 -2.884 -1.039
H 2.446 -1.518 -1.352
H 0.710 -1.364 -1.627
H 0.620 0.868 -1.197
H 0.372 2.016 0.103
H -2.066 2.018 -1.011
H -1.366 0.737 -2.047
H -2.790 0.422 -1.109
H -1.517 1.828 1.550
H -2.627 0.473 1.289
H -1.055 0.193 2.058
*
```

Entry 3:
Density functional theory data (wB97M-V/def2-TZVPD) for a cluster of 2 separate species, C6H15N2 in total.

E_HOMO (alpha / beta)   -10.5 / -12.0 eV
Relative energy (zero: lowest compared OMol25 entry of this formula, charge and spin)   6.8260 eV
Electronic energy   -9433.14581 eV

```
! RIJCOSX wB97M-V def2-TZVPD def2/J DEFGRID3
* xyz 1 1
C 0.944 -1.155 0.867
C -0.070 -2.052 -0.762
C -0.489 -1.054 0.460
C 0.957 2.478 -0.428
C -1.517 1.790 -0.714
C -0.305 1.996 0.175
N -1.375 -1.618 1.374
N 1.296 -1.909 -0.371
H 1.622 -0.278 0.904
H 1.325 -1.769 1.701
H -0.593 -2.988 -0.482
H -0.463 -1.770 -1.727
H 1.126 2.520 -1.489
H 1.702 1.899 0.168
H 1.073 3.559 -0.175
H -1.210 0.846 -1.347
H -1.583 2.551 -1.429
H -2.283 1.617 -0.025
H -0.400 2.163 1.223
H -2.345 -1.299 1.205
H -1.184 -1.583 2.304
H 1.807 -1.315 -1.146
H 1.962 -2.628 -0.284
*
```

Entry 4:
Density functional theory data (wB97M-V/def2-TZVPD) for the ion C6H15N2 with charge +1.

SMILES   C/[NH+]=C(/C)CN(C)C
E_HOMO   -13.1 eV
Relative energy (zero: lowest compared OMol25 entry of this formula, charge and spin)   3.0014 eV
Electronic energy   -9436.97042 eV

```
! RIJCOSX wB97M-V def2-TZVPD def2/J DEFGRID3
* xyz 1 1
C 0.692 -1.010 -0.051
C 0.069 -0.040 -0.993
C 0.814 0.957 -1.743
C -2.358 -0.892 -0.760
C -0.567 -0.034 1.904
C 1.885 0.721 1.415
N -1.254 0.009 -1.113
N 0.603 0.097 0.976
H 0.294 -1.977 0.192
H 1.709 -1.310 -0.318
H 1.651 0.394 -2.224
H 1.446 1.826 -1.144
H 0.157 1.489 -2.519
H -3.157 -0.256 -0.554
H -2.617 -1.626 -1.503
H -2.086 -1.469 0.189
H -0.467 0.618 2.839
H -1.390 0.274 1.198
H -0.843 -1.086 2.184
H 1.639 1.647 1.955
H 2.368 -0.046 1.964
H 2.378 1.005 0.497
H -1.495 0.881 -1.423
*
```

Entry 5:
Density functional theory data (wB97M-V/def2-TZVPD) for the ion C6H15N2 with charge +1.

SMILES   C[C@H]([NH3+])CC/C=C/N
E_HOMO   -11.4 eV
Relative energy (zero: lowest compared OMol25 entry of this formula, charge and spin)   2.1929 eV
Electronic energy   -9437.77896 eV

```
! RIJCOSX wB97M-V def2-TZVPD def2/J DEFGRID3
* xyz 1 1
C 2.518 1.557 0.819
C 1.121 1.245 0.407
C 1.193 0.166 -0.668
C -0.113 -0.348 -1.311
N -3.355 -1.888 -0.296
C -2.107 -1.739 -0.800
C -1.377 -0.619 -0.490
N 0.346 0.429 1.622
H 3.075 2.005 0.006
H 2.449 2.245 1.680
H 3.137 0.688 0.994
H 0.620 2.230 0.358
H 1.746 0.697 -1.446
H 1.820 -0.690 -0.422
H 0.193 -1.225 -1.842
H -0.480 0.250 -2.149
H -4.083 -2.452 -0.705
H -3.601 -1.316 0.487
H -1.845 -2.344 -1.639
H -1.735 0.271 -0.025
H -0.100 -0.402 1.205
H -0.428 1.083 1.865
H 1.005 0.157 2.348
*
```

Entry 6:
Density functional theory data (wB97M-V/def2-TZVPD) for a cluster of 3 separate species, C6H15N2O2 in total.

E_HOMO   -13.2 eV
Relative energy (zero: lowest compared OMol25 entry of this formula, charge and spin)   3.5427 eV
Electronic energy   -13532.17529 eV

```
! RIJCOSX wB97M-V def2-TZVPD def2/J DEFGRID3
* xyz 1 1
C -3.441 -0.528 -0.527
C -1.818 -0.431 -0.677
C -1.408 0.732 0.160
C 0.006 1.260 0.172
C 0.562 2.593 -0.155
N 1.989 2.558 0.266
C 2.216 1.268 0.773
N 1.025 0.547 0.707
H -4.012 -1.309 -0.931
H -3.853 0.418 -0.972
H -3.562 -0.555 0.587
H -1.611 -0.065 -1.867
H -1.309 -1.475 -0.556
H -1.731 0.788 1.332
H -2.017 1.645 -0.173
H 0.029 3.382 -0.285
H 2.451 3.393 0.165
H 3.189 0.930 1.072
H 1.045 -0.469 0.958
H 1.548 -2.899 -2.079
H 2.904 -2.083 -1.768
O 1.921 -2.139 -1.575
H 2.807 -2.398 1.929
H 1.247 -2.988 1.825
O 1.823 -2.174 1.621
*
```

Entry 7:
Density functional theory data (wB97M-V/def2-TZVPD) for a cluster of 2 separate species, C6H15N2O2P in total.

<S²>   2.009
E_HOMO (alpha / beta)   -5.8 / -9.9 eV
Relative energy (zero: lowest compared OMol25 entry of this formula, charge and spin)   0.0000 eV
Electronic energy   -22824.63105 eV

```
! RIJCOSX wB97M-V def2-TZVPD def2/J DEFGRID3
* xyz 0 3
C -0.129 -0.747 2.678
C -0.658 0.551 2.006
C 1.140 -0.978 1.899
C -1.069 0.279 0.524
C 0.931 -1.479 0.512
C 0.137 -0.307 -0.261
N 1.886 0.817 -2.811
N -0.314 -0.483 -1.605
O -0.129 0.009 -4.167
O -1.826 2.403 -2.499
P 0.587 -0.006 -2.894
H 0.083 -0.547 3.698
H -0.869 -1.634 2.473
H -1.526 1.051 2.611
H 0.168 1.368 2.113
H 1.783 -0.016 1.925
H 1.737 -1.801 2.346
H -1.940 -0.387 0.554
H -1.428 1.270 0.017
H 1.894 -1.705 0.117
H 0.211 -2.330 0.618
H 0.883 0.537 -0.377
H 2.150 0.775 -1.818
H -0.996 -1.214 -2.017
H -1.639 1.611 -2.975
H -1.068 2.962 -2.669
*
```

Entry 8:
Density functional theory data (wB97M-V/def2-TZVPD) for a cluster of 2 separate species, C6H15N3 in total.

SMILES   C=C(N)C(C)C.C=NN
E_HOMO (alpha / beta)   -7.1 / -7.1 eV
Relative energy (zero: lowest compared OMol25 entry of this formula, charge and spin)   4.5768 eV
Electronic energy   -10931.33305 eV

```
! RIJCOSX wB97M-V def2-TZVPD def2/J DEFGRID3
* xyz 0 1
C -0.576 0.945 0.803
C -0.257 0.984 2.285
C -1.786 0.169 0.455
C 0.868 0.260 0.015
N 1.100 -1.073 0.368
C 1.898 1.138 -0.024
H -0.600 1.949 0.382
H 1.933 -1.247 0.906
H 0.299 -1.625 0.630
H 0.675 1.517 2.472
H -1.063 1.483 2.829
H -0.163 -0.025 2.689
H -1.684 -0.232 -0.622
H -2.685 0.787 0.440
H -1.925 -0.716 1.072
H 2.921 0.827 0.131
H 1.740 2.165 -0.311
N -0.516 -2.138 -1.814
C 0.233 0.031 -1.930
N -0.805 -0.804 -1.975
H 0.439 -2.414 -2.032
H -1.212 -2.712 -2.269
H -0.023 1.052 -2.181
H 1.188 -0.320 -2.321
*
```

Entry 9:
Density functional theory data (wB97M-V/def2-TZVPD) for a cluster of 2 separate species, C6H15N3 in total.

E_HOMO   -7.1 eV
Relative energy (zero: lowest compared OMol25 entry of this formula, charge and spin)   3.7471 eV
Electronic energy   -10932.16266 eV

```
! RIJCOSX wB97M-V def2-TZVPD def2/J DEFGRID3
* xyz 0 1
C 1.611 -0.268 0.136
C 0.484 1.631 -0.510
C 1.677 -1.160 -1.097
C 1.860 -1.054 1.429
N -0.590 1.508 -1.288
C -2.044 0.261 0.188
N -1.075 -0.607 0.552
N -3.247 0.227 0.910
C -1.880 1.180 -0.822
H -0.419 1.404 -2.281
H 2.423 0.462 0.079
H 0.142 -0.300 0.325
H -1.218 -0.954 1.495
H -3.596 -0.706 1.079
H -3.969 0.845 0.568
H 0.300 1.896 0.519
H 1.397 1.946 -0.993
H -2.705 1.672 -1.314
H 2.621 -1.716 -1.154
H 0.868 -1.897 -1.081
H 1.576 -0.582 -2.020
H 2.856 -1.514 1.428
H 1.793 -0.408 2.307
H 1.136 -1.866 1.544
*
```

Entry 10:
Density functional theory data (wB97M-V/def2-TZVPD) for a cluster of 3 separate species, C6H15N3O3 in total.

<S²>   0.755
E_HOMO (alpha / beta)   -12.5 / -12.5 eV
Relative energy (zero: lowest compared OMol25 entry of this formula, charge and spin)   0.4494 eV
Electronic energy   -17070.01140 eV

```
! RIJCOSX wB97M-V def2-TZVPD def2/J DEFGRID3
* xyz 1 2
O 18.611 11.650 15.562
C 18.119 12.689 15.171
N 18.752 13.800 15.342
C 16.575 12.773 14.820
H 18.263 14.632 15.641
H 19.708 13.574 15.575
H 16.346 13.839 14.810
H 16.156 12.371 15.743
H 16.350 12.292 13.868
O 22.759 10.782 18.042
C 21.864 10.602 17.232
N 21.022 11.644 16.959
C 21.898 9.384 16.332
H 20.114 11.543 16.527
H 21.158 12.445 17.559
H 21.008 8.815 16.602
H 22.734 8.686 16.387
H 21.696 9.643 15.292
O 23.644 9.858 22.721
C 23.319 10.398 21.666
N 22.562 9.883 20.760
C 23.942 11.730 21.229
H 22.573 10.260 19.823
H 22.179 9.019 21.116
H 24.463 11.600 20.281
H 24.668 11.916 22.020
H 23.357 12.648 21.174
*
```

Which max |F| belongs to each record? In order, 0.0842; 0.0193; 0.1032; 0.0751; 0.0600; 0.2075; 0.1737; 0.0830; 0.0311; 0.0947 hartree/bohr.